(1)
ORCA calculation (ωB97M-V/def2-TZVPD) on an isolated molecule of C5H9NO.

Summary:
ΔE to the lowest compared entry with this formula, charge and spin: 82.98 kcal per mole
DFT total energy: -325.805313 a.u.
highest occupied orbital energy: -9.46 eV
multiplicity: 1
gap between HOMO and LUMO: 0.3804 hartree
SMILES string: C[C@H]1N[C@H]1CC=O
E_LUMO: 0.885 eV

Element x y z (Å)
C: 1.453 -0.295 -0.130
C: 0.347 -0.227 -1.176
N: -0.815 -1.116 -0.996
C: -0.965 0.320 -0.773
C: -1.025 0.741 0.678
C: -0.030 0.039 1.591
O: 0.662 0.625 2.418
H: 1.778 -1.325 0.036
H: 2.268 0.362 -0.395
H: 1.362 0.190 0.879
H: 0.683 -0.070 -2.201
H: -1.210 -1.378 -1.899
H: -1.560 0.893 -1.488
H: -1.993 0.494 1.128
H: -0.840 1.815 0.772
H: -0.114 -1.068 1.557

=====

(2)
ORCA calculation (ωB97M-V/def2-TZVPD) on an isolated molecule of C5H9NO.

Summary:
ΔE to the lowest compared entry with this formula, charge and spin: 22.40 kcal per mole
DFT total energy: -325.901853 a.u.
highest occupied orbital energy: -9.59 eV
multiplicity: 1
gap between HOMO and LUMO: 0.3872 hartree
SMILES string: CC1(C)COC=N1
E_LUMO: 0.946 eV

Element x y z (Å)
C: 0.362 -1.528 -0.111
C: -0.182 -0.103 0.014
C: -1.580 -0.071 0.603
C: 0.824 0.844 0.719
O: 1.430 1.580 -0.373
C: 0.710 1.226 -1.477
N: -0.243 0.412 -1.356
H: -0.269 -2.108 -0.794
H: 0.383 -2.023 0.864
H: 1.378 -1.524 -0.526
H: -1.590 -0.479 1.617
H: -1.953 0.958 0.616
H: -2.246 -0.662 -0.033
H: 0.325 1.544 1.404
H: 1.613 0.314 1.266
H: 1.037 1.621 -2.432

=====

(3)
ORCA calculation (ωB97M-V/def2-TZVPD) on an isolated molecule of C5H9NO.

Summary:
ΔE to the lowest compared entry with this formula, charge and spin: 64.13 kcal per mole
DFT total energy: -325.835357 a.u.
highest occupied orbital energy: -7.52 eV
multiplicity: 1
gap between HOMO and LUMO: 0.2858 hartree
E_LUMO: 0.251 eV

Element x y z (Å)
C: -2.056 -0.852 0.409
N: -0.763 -0.144 0.421
C: 0.035 -0.370 1.441
C: -0.527 0.641 -0.663
C: 0.757 1.021 -1.194
O: 0.829 1.874 -2.076
C: 2.023 0.279 -0.781
H: -2.310 -1.174 1.420
H: -1.981 -1.710 -0.261
H: -2.823 -0.171 0.040
H: 0.935 0.215 1.550
H: -0.223 -1.141 2.153
H: -1.404 0.971 -1.206
H: 2.653 0.213 -1.671
H: 2.581 0.838 -0.022
H: 1.830 -0.726 -0.390

=====

(4)
ORCA calculation (ωB97M-V/def2-TZVPD) on a structure of composition C5H9NO.

Summary:
ΔE to the lowest compared entry with this formula, charge and spin: 113.74 kcal per mole
DFT total energy: -325.756306 a.u.
highest occupied orbital energy: -10.03 eV
multiplicity: 1
gap between HOMO and LUMO: 0.3820 hartree
E_LUMO: 0.362 eV

Element x y z (Å)
C: -1.134 -0.927 0.696
C: -0.254 0.170 0.069
C: -0.302 0.104 -1.459
C: 1.172 -0.125 0.577
O: 1.772 -1.204 0.118
C: -0.670 1.497 0.550
N: -0.971 2.545 0.937
H: -0.751 -1.902 0.386
H: -1.125 -0.872 1.789
H: -2.166 -0.818 0.353
H: -1.329 0.215 -1.817
H: 0.093 -0.863 -1.779
H: 0.304 0.900 -1.906
H: 1.857 0.997 0.029
H: 1.321 0.171 1.633
H: 2.183 0.113 -0.176

=====

(5)
ORCA calculation (ωB97M-V/def2-TZVPD) on a cluster of 2 separate species, C5H9NO in total.

Summary:
ΔE to the lowest compared entry with this formula, charge and spin: 78.99 kcal per mole
DFT total energy: -325.811682 a.u.
highest occupied orbital energy: -9.65 eV
multiplicity: 1
gap between HOMO and LUMO: 0.3898 hartree
SMILES string: [H]/N=C1/CC(=C)CO1.[H][H]
E_LUMO: 0.956 eV

Element x y z (Å)
H: -2.048 1.894 1.661
N: -1.125 1.483 1.774
C: -0.581 1.255 0.666
C: 0.762 0.552 0.493
C: 0.053 -0.481 -0.328
C: -0.271 -1.697 0.085
C: -0.621 0.339 -1.389
O: -1.142 1.428 -0.585
H: 1.218 0.245 1.436
H: 1.457 1.189 -0.081
H: 0.135 -2.088 1.017
H: -0.978 -2.315 -0.452
H: -1.442 -0.177 -1.889
H: 0.083 0.737 -2.133
H: 1.922 -1.696 -0.226
H: 2.386 -1.145 -0.047

=====

(6)
ORCA calculation (ωB97M-V/def2-TZVPD) on an isolated molecule of C5H9NO.

Summary:
ΔE to the lowest compared entry with this formula, charge and spin: 77.95 kcal per mole
DFT total energy: -325.813329 a.u.
highest occupied orbital energy: -8.81 eV
multiplicity: 1
gap between HOMO and LUMO: 0.3555 hartree
SMILES string: C=C(C)/N=C(/C)O
E_LUMO: 0.866 eV

Element x y z (Å)
C: 1.419 1.365 0.854
C: 0.674 0.255 0.798
C: 0.899 -0.960 1.639
N: -0.929 0.397 0.446
C: -0.957 0.094 -0.762
C: -2.025 -0.152 -1.761
O: 0.396 -0.424 -1.182
H: 1.189 2.233 0.248
H: 2.243 1.437 1.554
H: 0.747 -1.869 1.055
H: 1.919 -0.978 2.033
H: 0.205 -0.967 2.484
H: -2.033 0.654 -2.498
H: -2.993 -0.182 -1.258
H: -1.869 -1.101 -2.279
H: 1.113 0.199 -1.371

=====

(7)
ORCA calculation (ωB97M-V/def2-TZVPD) on an isolated molecule of C5H9NO.

Summary:
ΔE to the lowest compared entry with this formula, charge and spin: 60.77 kcal per mole
DFT total energy: -325.840712 a.u.
highest occupied orbital energy: -8.77 eV
multiplicity: 1
gap between HOMO and LUMO: 0.3534 hartree
SMILES string: O=C[C@@H]1CCCN1
E_LUMO: 0.847 eV

Element x y z (Å)
O: 0.081 2.195 2.024
C: -0.583 1.703 1.154
C: -0.342 0.246 0.866
C: 1.112 -0.075 0.466
C: 0.971 -0.499 -0.976
C: -0.496 -0.997 -1.257
N: -1.262 -0.277 -0.219
H: -1.184 2.211 0.438
H: -0.806 -0.268 1.769
H: 1.646 0.847 0.547
H: 1.530 -0.749 1.274
H: 1.163 0.214 -1.730
H: 1.660 -1.389 -1.073
H: -0.610 -2.006 -1.398
H: -0.899 -0.355 -2.032
H: -1.980 -0.801 0.146

=====

(8)
ORCA calculation (ωB97M-V/def2-TZVPD) on an isolated molecule of C5H9NO.

Summary:
ΔE to the lowest compared entry with this formula, charge and spin: 116.24 kcal per mole
DFT total energy: -325.752307 a.u.
highest occupied orbital energy: -8.63 eV
multiplicity: 1
gap between HOMO and LUMO: 0.3458 hartree
SMILES string: O[C@@H]1C[C@@H]2CN2C1
E_LUMO: 0.778 eV

Element x y z (Å)
O: -1.627 -0.353 -0.728
C: -0.990 0.313 0.275
C: 0.030 1.459 -0.087
C: 1.288 0.607 -0.099
C: 0.955 -0.616 -0.969
N: 1.082 -0.774 0.519
C: -0.135 -0.550 1.173
H: -2.289 -0.880 -0.506
H: -1.879 0.682 0.802
H: -0.300 1.724 -1.187
H: -0.042 2.222 0.886
H: 2.207 0.981 -0.207
H: 1.913 -1.110 -1.358
H: -0.052 -1.052 -1.310
H: -0.680 -1.461 1.127
H: -0.321 -0.139 2.188

=====

(9)
ORCA calculation (ωB97M-V/def2-TZVPD) on an isolated molecule of C5H9NO.

Summary:
ΔE to the lowest compared entry with this formula, charge and spin: 26.20 kcal per mole
DFT total energy: -325.895797 a.u.
highest occupied orbital energy: -10.47 eV
multiplicity: 1
gap between HOMO and LUMO: 0.4166 hartree
SMILES string: C[C@H](C#N)CCO
E_LUMO: 0.862 eV

Element x y z (Å)
C: 1.016 -1.779 0.350
C: 0.545 -0.532 -0.415
C: 1.425 0.601 -0.082
N: 2.103 1.500 0.185
C: -0.954 -0.208 -0.152
C: -1.269 1.240 0.223
O: -0.923 2.147 -0.803
H: 0.406 -2.641 0.064
H: 0.911 -1.625 1.429
H: 2.063 -2.009 0.135
H: 0.687 -0.707 -1.488
H: -1.523 -0.462 -1.053
H: -1.320 -0.859 0.652
H: -0.771 1.503 1.167
H: -2.349 1.328 0.388
H: -0.048 2.502 -0.601

=====

(10)
ORCA calculation (ωB97M-V/def2-TZVPD) on an isolated molecule of C5H9NO.

Summary:
ΔE to the lowest compared entry with this formula, charge and spin: 60.64 kcal per mole
DFT total energy: -325.840913 a.u.
highest occupied orbital energy: -8.60 eV
multiplicity: 1
gap between HOMO and LUMO: 0.3472 hartree
SMILES string: CC(=C=O)[C@H](C)N
E_LUMO: 0.847 eV

Element x y z (Å)
C: -1.205 -1.824 0.062
C: -0.827 -0.397 0.309
C: -1.450 0.664 -0.129
O: -2.184 1.546 -0.403
C: 0.658 0.161 0.059
C: 1.082 1.333 0.934
N: 1.223 0.207 -1.257
H: -0.985 -2.419 0.949
H: -2.272 -1.883 -0.149
H: -0.648 -2.252 -0.773
H: 1.023 -0.774 0.558
H: 0.732 1.202 1.954
H: 2.167 1.415 0.936
H: 0.660 2.255 0.537
H: 0.762 -0.378 -1.944
H: 1.264 1.143 -1.645

=====

(11)
ORCA calculation (ωB97M-V/def2-TZVPD) on an isolated molecule of C5H9NO.

Summary:
ΔE to the lowest compared entry with this formula, charge and spin: 61.78 kcal per mole
DFT total energy: -325.839107 a.u.
highest occupied orbital energy: -8.85 eV
multiplicity: 1
gap between HOMO and LUMO: 0.3344 hartree
E_LUMO: 0.253 eV

Element x y z (Å)
C: 0.990 -0.870 -0.585
C: 0.857 0.130 2.594
N: 0.508 1.085 1.746
C: -0.186 1.061 0.484
O: -0.533 2.120 0.021
C: -0.378 -0.281 -0.194
C: -1.269 -0.121 -1.423
H: 1.583 -0.134 -1.139
H: 0.838 -1.736 -1.237
H: 1.575 -1.195 0.279
H: 0.507 -0.823 2.145
H: 0.713 2.050 2.001
H: -0.865 -0.957 0.521
H: -0.779 0.509 -2.172
H: -2.226 0.345 -1.174
H: -1.460 -1.103 -1.867

=====

(12)
ORCA calculation (ωB97M-V/def2-TZVPD) on a structure of composition C5H9NO.

Summary:
ΔE to the lowest compared entry with this formula, charge and spin: 144.16 kcal per mole
DFT total energy: -325.707819 a.u.
highest occupied orbital energy (spin up / spin down): -7.58 / -7.04 eV
multiplicity: 1
gap between HOMO and LUMO (spin up / spin down): 0.2836 / 0.2524 hartree
E_LUMO (spin up / spin down): 0.134 / -0.167 eV

Element x y z (Å)
C: -1.285 0.642 -1.341
C: -1.044 -0.973 0.777
C: 0.419 -0.360 0.162
C: 1.283 1.738 0.697
C: 1.310 -1.315 -0.236
O: -0.059 0.351 -1.481
N: 0.823 0.629 1.081
H: -2.030 0.191 -2.000
H: -1.587 1.446 -0.665
H: 1.345 2.036 -0.351
H: 1.554 2.470 1.450
H: 2.025 -1.120 -1.016
H: 1.203 -2.351 0.038
H: -1.346 -1.862 0.227
H: -1.880 -0.281 0.874
H: -0.729 -1.239 1.784